175
Properties=species:S:1:pos:R:3:forces:R:3:lowdin_charge:R:1 method="wB97M-V/def2-TZVPD" total_energy_ev=-90003.543 homo_lumo_gap_ev=6.10 homo_ev=-4.36 total_charge=-1
C -4.593 6.520 2.317 0.34 0.73 1.53 -0.23
C -5.105 7.670 1.267 -0.39 -0.42 0.50 -0.23
C -5.431 7.075 -0.262 -0.39 1.91 0.93 -0.52
Cl -5.498 5.195 -0.070 -0.14 0.80 -0.52 0.55
N -4.429 7.526 -1.300 -0.48 -2.11 0.52 -0.15
C -2.994 7.273 -0.889 1.75 0.99 -0.14 -0.15
C -2.323 8.787 -0.650 -1.78 -0.02 0.25 -0.17
O -1.402 8.839 0.496 1.29 -0.99 -2.47 -0.22
C -0.080 8.244 0.119 0.45 0.36 1.30 -0.15
C 0.797 9.214 -0.871 -0.64 0.95 1.08 -0.17
O 0.680 8.884 -2.314 2.48 -2.83 1.28 -0.19
C 1.518 7.684 -2.562 1.55 -2.66 -0.68 -0.15
C 3.155 7.885 -2.572 -1.38 -3.79 -0.57 0.00
C 4.158 6.608 -2.792 -4.99 0.11 0.13 -0.02
C 3.462 5.104 -3.020 -1.30 2.54 0.85 -0.08
C 4.566 3.863 -3.183 0.34 0.64 -1.29 -0.44
C 5.692 4.455 -4.270 -0.07 -0.99 -0.31 -0.12
C 3.922 2.529 -3.927 0.80 0.15 0.01 -0.09
C 5.401 3.538 -1.815 -0.40 0.98 0.54 -0.14
C 4.503 3.356 -0.460 0.67 -0.24 1.45 -0.49
C 5.494 2.571 0.636 -1.43 0.52 0.03 -0.11
C 4.130 4.802 0.294 -0.87 0.46 -0.92 -0.09
C 3.181 2.399 -0.617 0.49 -0.15 0.35 -0.09
C 1.833 4.909 -3.035 2.09 3.51 0.59 0.00
C 0.818 6.198 -2.817 4.72 0.32 0.26 0.04
C -4.614 6.861 -2.643 -0.97 -0.76 -1.57 -0.25
C -3.872 7.698 -3.886 1.33 -1.02 0.49 -0.10
C -2.796 6.614 -4.554 0.00 0.13 -0.74 -0.21
C -3.495 5.629 -5.685 1.11 -0.59 -0.20 -0.18
C -2.927 4.059 -5.606 -0.55 -0.26 -1.20 -0.17
C -3.914 3.063 -4.739 -0.76 0.82 -0.73 -0.16
O -3.166 1.932 -4.097 1.41 2.79 2.62 -0.12
C -2.323 2.435 -2.998 6.17 -0.58 -0.77 -0.28
C -2.888 3.157 -1.631 -1.50 0.25 -0.87 -0.02
O -0.975 2.311 -3.119 -8.33 0.51 0.61 -0.08
C -6.168 6.653 -3.121 -6.79 1.68 -1.59 -0.44
O -6.738 5.505 -3.505 4.13 4.32 1.88 -0.16
O -7.042 7.871 -3.190 5.22 -5.36 0.82 -0.30
H -5.461 5.798 2.705 2.01 1.55 -1.25 0.07
H -4.237 7.103 3.297 -0.70 -1.13 -2.01 0.08
H -3.648 5.911 1.962 -2.16 1.18 0.58 0.06
H -4.350 8.564 1.257 -1.35 -1.85 -0.21 0.10
H -6.120 8.104 1.721 2.17 -0.97 -1.16 0.12
H -6.547 7.440 -0.478 2.80 -1.12 -0.37 0.14
H -2.325 6.793 -1.753 -1.87 0.85 1.67 0.10
H -2.861 6.566 0.038 -0.41 1.56 -1.56 0.11
H -3.244 9.492 -0.387 2.12 -1.49 -0.46 0.13
H -1.881 9.193 -1.658 -0.48 -0.85 1.97 0.12
H -0.192 7.134 -0.244 0.19 2.21 0.30 0.12
H 0.522 8.185 1.148 -1.37 0.19 -2.20 0.14
H 0.413 10.339 -0.776 0.60 -2.58 -0.17 0.15
H 1.899 9.222 -0.470 -1.91 -0.25 -1.15 0.12
H 3.566 8.971 -2.417 -0.87 -2.36 -0.33 0.09
H 5.325 6.786 -2.777 -2.80 -0.50 -0.06 0.09
H 5.119 4.945 -5.176 1.30 -0.79 1.90 0.10
H 6.460 5.178 -3.761 -1.65 -1.24 -1.08 0.07
H 6.325 3.545 -4.711 -1.35 1.86 1.01 0.09
H 3.703 2.809 -5.049 0.14 -0.52 2.29 0.09
H 2.978 2.093 -3.389 1.86 0.91 -1.15 0.07
H 4.776 1.697 -3.970 -1.87 1.74 0.25 0.10
H 6.113 2.612 -1.927 -1.52 1.59 -0.10 0.13
H 6.114 4.475 -1.622 -1.49 -1.99 -0.36 0.12
H 4.863 2.563 1.648 1.62 -0.10 -2.03 0.08
H 6.477 3.191 0.791 -1.77 -1.40 -0.28 0.09
H 5.659 1.462 0.298 0.00 2.12 0.63 0.08
H 4.833 5.686 -0.073 -1.35 -2.00 0.90 0.08
H 3.026 5.149 0.003 2.36 -0.78 0.49 0.08
H 4.142 4.726 1.462 0.20 -0.03 -2.22 0.07
H 2.268 2.892 -1.157 1.92 -0.85 0.85 0.07
H 2.812 2.128 0.479 0.80 0.40 -2.31 0.09
H 3.533 1.412 -1.188 -1.00 2.05 1.32 0.10
H 1.422 3.813 -3.189 0.69 2.62 0.32 0.08
H -0.335 5.992 -2.812 2.49 0.74 -0.03 0.07
H -4.141 5.774 -2.558 -0.98 2.11 -0.41 0.11
H -3.242 8.622 -3.482 -1.50 -1.94 -0.68 0.11
H -4.629 8.079 -4.694 1.34 -0.84 1.78 0.13
H -2.308 5.901 -3.755 -1.05 1.53 -1.27 0.07
H -1.894 7.194 -5.074 -1.93 -1.24 1.09 0.11
H -3.121 6.029 -6.739 -1.21 -0.79 2.13 0.11
H -4.663 5.580 -5.613 2.20 0.36 -0.11 0.12
H -1.807 3.996 -5.267 -2.19 0.16 -0.38 0.11
H -2.955 3.643 -6.725 0.21 0.84 2.39 0.11
H -4.698 2.526 -5.462 1.84 1.22 1.71 0.15
H -4.523 3.704 -3.967 1.10 -1.32 -1.27 0.11
H -2.907 2.464 -0.685 0.32 1.04 -2.13 0.08
H -2.269 4.127 -1.381 -1.10 -2.10 -0.73 0.09
H -4.017 3.471 -1.831 2.43 -0.56 0.53 0.06
C -1.913 -3.240 0.981 0.09 0.05 -0.08 -0.10
C -2.392 -2.082 1.851 0.23 0.03 -0.04 -0.27
N -1.318 -1.216 2.345 0.13 0.08 0.37 -0.19
C -1.768 -0.270 3.374 0.02 -0.29 0.06 -0.25
C -2.776 0.798 2.959 -0.16 0.28 0.02 -0.09
C -0.421 -0.649 1.333 -0.01 -0.35 -0.04 -0.25
C -1.045 0.212 0.240 0.10 0.29 -0.21 -0.09
H -1.188 -3.864 1.515 -0.01 0.13 -0.04 0.07
H -2.764 -3.873 0.707 0.07 0.10 0.05 0.07
H -1.457 -2.893 0.049 -0.02 -0.05 0.10 0.07
H -2.911 -2.526 2.710 0.12 0.29 0.05 0.12
H -3.143 -1.512 1.291 -0.15 -0.02 -0.08 0.10
H -0.896 0.225 3.819 0.03 -0.13 -0.22 0.11
H -2.209 -0.849 4.196 0.03 -0.12 -0.18 0.11
H -2.304 1.597 2.385 -0.10 -0.07 -0.03 0.06
H -3.209 1.261 3.851 0.03 -0.04 -0.07 0.07
H -3.605 0.388 2.374 0.12 0.04 0.05 0.07
H 0.116 -1.473 0.854 -0.14 -0.08 0.06 0.10
H 0.369 -0.072 1.829 -0.23 -0.06 0.19 0.11
H -1.975 -0.208 -0.150 0.05 0.00 0.04 0.07
H -0.349 0.299 -0.600 -0.10 0.03 0.04 0.07
H -1.242 1.226 0.594 -0.08 -0.11 -0.09 0.05
C -2.969 -6.671 3.139 0.07 0.06 -0.10 -0.09
C -2.754 -8.146 2.814 -0.03 0.15 -0.19 -0.27
N -2.691 -8.443 1.380 -0.13 -0.28 -0.23 -0.19
C -2.738 -9.881 1.087 -0.29 0.19 0.10 -0.25
C -1.571 -10.737 1.568 0.21 -0.26 0.00 -0.09
C -1.709 -7.685 0.600 -0.28 0.27 0.15 -0.24
C -0.244 -7.795 1.010 0.37 -0.03 -0.13 -0.09
H -3.883 -6.291 2.670 0.15 -0.06 -0.02 0.08
H -3.069 -6.542 4.222 0.02 -0.06 -0.14 0.07
H -2.127 -6.052 2.817 -0.11 -0.03 0.01 0.05
H -3.599 -8.693 3.251 0.15 -0.15 -0.26 0.12
H -1.853 -8.491 3.335 0.09 -0.03 0.16 0.09
H -2.859 -10.028 0.007 0.07 0.23 0.08 0.11
H -3.659 -10.286 1.527 0.05 0.19 0.07 0.10
H -0.687 -10.606 0.941 -0.01 0.02 0.12 0.06
H -1.844 -11.796 1.512 0.00 0.05 0.00 0.05
H -1.298 -10.529 2.607 -0.03 0.01 -0.13 0.07
H -1.993 -6.628 0.629 -0.07 -0.07 0.14 0.09
H -1.799 -7.952 -0.460 -0.15 -0.19 0.19 0.12
H -0.105 -7.755 2.094 -0.05 -0.01 -0.06 0.07
H 0.322 -6.963 0.579 -0.05 -0.05 0.04 0.07
H 0.209 -8.715 0.634 0.01 0.07 0.16 0.05
C 6.349 1.727 4.783 -0.01 0.10 0.07 -0.09
C 7.761 1.902 4.229 -0.14 0.20 0.03 -0.27
N 8.193 3.297 4.112 0.19 0.22 -0.22 -0.19
C 9.438 3.452 3.350 -0.31 -0.05 -0.17 -0.25
C 10.708 2.848 3.941 0.34 -0.05 0.04 -0.10
C 8.108 4.109 5.329 -0.38 -0.13 -0.16 -0.25
C 8.890 3.637 6.550 0.24 0.11 0.31 -0.09
H 5.615 2.264 4.174 0.14 -0.01 0.09 0.07
H 6.079 0.666 4.779 0.08 0.13 -0.02 0.07
H 6.269 2.076 5.817 -0.02 -0.01 -0.10 0.06
H 7.767 1.445 3.231 0.21 0.24 0.05 0.11
H 8.453 1.316 4.846 0.06 -0.17 0.07 0.09
H 9.614 4.517 3.154 -0.17 -0.07 0.17 0.11
H 9.284 3.009 2.357 -0.16 -0.05 0.16 0.11
H 11.098 3.452 4.762 -0.03 -0.12 0.00 0.05
H 11.490 2.812 3.175 -0.07 0.00 0.05 0.07
H 10.559 1.824 4.299 -0.01 0.14 -0.03 0.07
H 7.053 4.192 5.611 0.02 -0.15 -0.10 0.10
H 8.401 5.141 5.100 0.08 -0.20 -0.22 0.11
H 8.816 2.558 6.708 -0.01 0.06 -0.05 0.07
H 8.500 4.125 7.448 0.02 -0.04 -0.06 0.07
H 9.946 3.906 6.477 -0.07 -0.16 0.04 0.05
C -3.875 -17.701 -1.234 0.10 0.05 -0.06 -0.10
C -4.355 -16.542 -0.364 0.24 0.01 -0.03 -0.27
N -3.281 -15.677 0.131 0.12 0.14 0.30 -0.19
C -3.731 -14.731 1.159 0.03 -0.30 0.09 -0.25
C -4.738 -13.663 0.744 -0.16 0.29 0.03 -0.09
C -2.384 -15.110 -0.881 0.02 -0.40 0.01 -0.25
C -3.007 -14.249 -1.975 0.04 0.33 -0.22 -0.09
H -3.151 -18.325 -0.700 -0.04 0.14 -0.06 0.08
H -4.726 -18.334 -1.508 0.08 0.11 0.06 0.07
H -3.419 -17.354 -2.166 -0.02 -0.05 0.10 0.06
H -4.874 -16.986 0.495 0.13 0.30 0.04 0.12
H -5.105 -15.973 -0.924 -0.16 0.00 -0.08 0.09
H -2.858 -14.236 1.604 0.03 -0.13 -0.21 0.10
H -4.171 -15.310 1.981 0.04 -0.11 -0.19 0.11
H -4.266 -12.864 0.170 -0.09 -0.06 -0.03 0.05
H -5.171 -13.200 1.636 0.04 -0.04 -0.07 0.07
H -5.567 -14.073 0.159 0.12 0.04 0.05 0.07
H -1.846 -15.934 -1.361 -0.14 -0.07 0.07 0.10
H -1.593 -14.533 -0.386 -0.24 -0.07 0.19 0.11
H -3.937 -14.669 -2.365 0.06 0.00 0.06 0.07
H -2.311 -14.162 -2.815 -0.06 -0.01 0.06 0.07
H -3.205 -13.235 -1.621 -0.11 -0.11 -0.09 0.05